Entry 1:
Here is C5H10O in the gas phase from OMol25. Energies are from ωB97M-V/def2-TZVPD.

Geometry as XYZ:
```
16
C5H10O ωB97M-V/def2-TZVPD
C -1.57661 -0.22188 -1.35947
C -0.83539 -0.71362 -0.13285
O -1.36932 -1.49945 0.62188
C 0.57601 -0.19330 0.14453
C 0.98614 -0.59328 1.56722
C 0.72943 1.30032 -0.20791
H -2.05089 0.73993 -1.12851
H -0.92326 -0.06904 -2.22341
H -2.36351 -0.94005 -1.59794
H 1.22805 -0.73967 -0.55434
H 1.24435 -1.65620 1.59721
H 0.16295 -0.45677 2.27405
H 1.85248 -0.02274 1.91452
H -0.13386 1.90235 0.09641
H 0.85935 1.43742 -1.28766
H 1.61407 1.72599 0.27627
```

Values from the calculation:
SMILES string: CC(=O)C(C)C
HOMO level: -0.3506 Ha
lowest unoccupied orbital energy: 0.0343 Ha
energy relative to the best compared isomer or geometry (same formula, charge and spin): 12.0 kJ/mol
charge: 0
E: -271.74806 Eh

***

Entry 2:
Here is 4 unconnected molecules or ions with the total composition C3H14NO3S in a non-equilibrium geometry from OMol25. Energies are from ωB97M-V/def2-TZVPD.

Geometry as XYZ:
```
22
C3H14NO3S ωB97M-V/def2-TZVPD
C 1.35934 0.48036 -0.78868
C 0.90734 -0.27619 -2.04686
S -0.63435 -1.26145 -1.71338
C 0.40583 1.58814 -0.36713
N 0.93034 2.25412 0.83853
H 1.54059 -0.21460 0.03610
H 2.28148 1.00091 -1.08248
H 0.87249 0.40101 -2.89376
H 1.65254 -1.03683 -2.19782
H 0.28380 2.31105 -1.16036
H -0.52579 1.06943 -0.11647
H 1.01104 1.56543 1.58537
H 0.28272 2.93074 1.21865
H 0.64296 -2.46383 0.34602
H -0.70894 -2.31381 0.53282
O 0.02311 -2.72485 1.05413
H -2.37426 -0.47853 -0.61840
H -3.54835 -0.77745 0.35010
O -2.64223 -0.47645 0.33679
H -0.99412 0.08369 1.96595
H -0.29429 -1.24372 2.11644
O -0.47125 -0.41715 2.60444
```

Values from the calculation:
HOMO level: -0.1242 Ha
lowest unoccupied orbital energy: 0.1319 Ha
energy relative to the best compared isomer or geometry (same formula, charge and spin): 70.6 kJ/mol
charge: -1
E: -801.41466 Eh

***

Entry 3:
Here is 2 unconnected molecules or ions with the total composition C8H16O2 in a non-equilibrium geometry from OMol25. Energies are from ωB97M-V/def2-TZVPD.

Geometry as XYZ:
```
26
C8H16O2 ωB97M-V/def2-TZVPD
C 0.60451 1.94460 0.83484
C 0.10157 1.36625 -0.27378
C 0.74270 0.18703 -1.26541
C -0.38651 -0.66921 -1.83290
C 1.45121 0.92663 -2.39611
H 0.92303 1.36664 1.69028
H 0.47617 3.00998 0.99141
H -0.42526 2.05597 -0.93125
H 1.47203 -0.46196 -0.76896
H -0.58388 -1.54246 -1.20948
H -0.13797 -1.10645 -2.80681
H -1.31308 -0.10223 -1.96939
H 0.76576 1.60967 -2.91135
H 2.29716 1.51385 -2.02706
H 1.83386 0.22337 -3.14419
C -2.32374 0.01224 1.55307
O -0.97109 -0.27482 1.14566
C -0.44747 -1.57184 1.39011
C 0.98746 -1.54804 1.82109
O -1.13686 -2.56487 1.40112
H -2.79963 -0.83673 2.04567
H -2.31136 0.87018 2.22762
H -2.89054 0.26011 0.65334
H 1.09514 -2.02629 2.79763
H 1.40389 -0.54493 1.90436
H 1.57288 -2.09667 1.08047
```

Values from the calculation:
SMILES string: C=CC(C)C.COC(C)=O
HOMO level: -0.3242 Ha
lowest unoccupied orbital energy: 0.0344 Ha
energy relative to the best compared isomer or geometry (same formula, charge and spin): 300.8 kJ/mol
charge: 0
E: -464.81517 Eh

***

Entry 4:
Here is C8H6O3 in the gas phase in a non-equilibrium geometry from OMol25. Energies are from ωB97M-V/def2-TZVPD.

Geometry as XYZ:
```
17
C8H6O3 ωB97M-V/def2-TZVPD
O 1.44487 1.49641 -3.20343
C 0.84476 0.46416 -2.83438
C 0.57950 0.14931 -1.41062
C 1.65258 -0.36044 -0.57138
C 1.42537 -0.64481 0.80725
C 0.09764 -0.48521 1.23042
C -0.89695 -0.02391 0.49566
C -0.66927 0.37492 -0.88659
O -2.09469 0.05598 1.12263
C -1.67693 -0.34627 2.41283
O -0.33772 -0.70184 2.48609
H 0.64259 -0.32701 -3.53410
H 2.71375 -0.29379 -0.89734
H 2.39160 -1.01983 1.42403
H -1.63131 0.65096 -1.50639
H -1.99341 0.38790 3.08960
H -2.36311 -0.96915 2.72274
```

Values from the calculation:
SMILES string: O=Cc1ccc2c(c1)OCO2
HOMO level: -0.3091 Ha
lowest unoccupied orbital energy: 0.0223 Ha
energy relative to the best compared isomer or geometry (same formula, charge and spin): 293.4 kJ/mol
charge: 0
E: -534.06074 Eh

***

Entry 5:
Here is a molecular structure, C2H4InLiO2 in a non-equilibrium geometry from OMol25. Energies are from ωB97M-V/def2-TZVPD.

Geometry as XYZ:
```
10
C2H4InLiO2 ωB97M-V/def2-TZVPD
O 1.76970 -0.01216 -0.75564
H 1.89073 -0.34700 -1.64542
C -0.33847 0.42474 -0.77799
C -0.66090 0.92299 0.50154
O -0.38784 0.17633 1.62025
H -0.47289 -0.66434 -0.89551
H -0.62127 1.05192 -1.63024
H -1.65479 1.39776 0.56781
In -1.06175 -2.17355 2.07726
Li 1.53748 -0.77670 0.93795
```

Values from the calculation:
HOMO level (spin up / spin down): -0.2096 / -0.2095 Ha
lowest unoccupied orbital energy (spin up / spin down): -0.0496 / -0.0495 Ha
charge: 0
E: -426.62591 Eh

***

Entry 6:
Here is a molecular structure, C47H36Cl2GeN3S2Tl from OMol25. Energies are from ωB97M-V/def2-TZVPD.

Geometry as XYZ:
```
92
C47H36Cl2GeN3S2Tl ωB97M-V/def2-TZVPD
Tl 0.19836 1.01723 -0.80674
Cl -0.17103 0.33051 2.15720
C -1.66866 -0.31680 2.76309
C -1.73840 -0.58384 4.11836
C -2.90339 -1.11569 4.64190
C -3.98235 -1.39734 3.82056
C -3.91085 -1.10553 2.46812
Cl -5.29124 -1.44361 1.49010
C -2.75397 -0.53417 1.91257
S -2.67057 -0.13570 0.19305
H -0.87658 -0.39495 4.74770
H -2.96996 -1.31313 5.70523
H -4.88613 -1.83324 4.22535
N 4.46128 2.79186 -0.18370
C 4.93075 1.51790 0.09776
C 6.21408 0.98687 0.19100
C 6.30518 -0.35127 0.51581
C 5.15983 -1.13170 0.74993
C 3.89345 -0.59696 0.64436
C 3.78275 0.74771 0.29043
N 2.65203 1.54215 0.09241
C 3.10452 2.74767 -0.16765
C 2.25133 3.91908 -0.39379
C 2.64965 5.21425 -0.51120
S 1.30085 6.22651 -0.75964
C 0.27502 4.85970 -0.69175
N 0.88899 3.73192 -0.49465
H 5.02683 3.59888 -0.37799
H 7.09754 1.58862 0.01458
H 7.28181 -0.81140 0.60579
H 5.27478 -2.17652 1.01599
H 3.01006 -1.19351 0.82848
H 3.64707 5.62791 -0.45444
H -0.80020 4.94777 -0.81609
C -3.83311 6.12030 -2.47609
C -3.64157 5.06235 -3.35477
C -3.35723 3.79734 -2.86309
C -3.26242 3.56015 -1.48908
C -3.46223 4.63445 -0.61510
C -3.74562 5.89811 -1.10782
C -2.99082 2.17717 -1.05867
C -2.98912 1.64681 0.16546
C -3.10647 2.33609 1.47446
C -4.27021 2.24716 2.23521
C -4.30681 2.77257 3.51823
C -3.18368 3.38666 4.05854
C -2.03536 3.52209 3.28860
C -1.99716 2.99397 2.00587
H -4.06168 7.10751 -2.85779
H -3.72629 5.22037 -4.42340
H -3.21715 2.97149 -3.55299
H -3.40676 4.48064 0.45278
H -3.91552 6.71989 -0.42157
H -2.83064 1.48022 -1.88105
H -5.14919 1.77518 1.81030
H -5.21580 2.70027 4.10580
H -3.20484 3.76378 5.07294
H -1.16599 4.03077 3.69051
H -1.09793 3.08527 1.40708
C 0.78149 -2.97656 1.48049
Ge 0.39578 -2.40434 -0.37398
C -1.07322 -3.50439 -1.03762
C -1.84202 -4.31797 -0.20705
C -2.90312 -5.04933 -0.72866
C -3.21975 -4.95453 -2.07758
C -2.47173 -4.13003 -2.91183
C -1.40946 -3.40384 -2.39171
C 1.97782 -2.62293 -1.55611
C 2.38434 -1.55543 -2.31713
C 3.60998 -1.55857 -3.02102
C 4.42912 -2.64556 -2.94438
C 4.03002 -3.79746 -2.21874
C 4.84213 -4.96013 -2.18589
C 4.43899 -6.07774 -1.51417
C 3.19733 -6.08900 -0.84170
C 2.39459 -4.98490 -0.85640
C 2.78948 -3.79772 -1.52756
H 1.30773 -3.93192 1.47785
H -0.16507 -3.08605 2.01462
H 1.38617 -2.24286 2.01415
H -1.61223 -4.39469 0.85046
H -3.48248 -5.69639 -0.08010
H -4.04779 -5.52631 -2.47951
H -2.71903 -4.05600 -3.96496
H -0.82852 -2.75723 -3.04341
H 1.76668 -0.67004 -2.38358
H 3.90388 -0.68610 -3.59487
H 5.39042 -2.65296 -3.44687
H 5.77832 -4.95318 -2.73384
H 5.06125 -6.96485 -1.50763
H 2.87843 -6.98669 -0.32569
H 1.42122 -5.01611 -0.38212
```

Values from the calculation:
expectation value of S²: 0.754
HOMO level (spin up / spin down): -0.3454 / -0.3731 Ha
lowest unoccupied orbital energy (spin up / spin down): -0.0850 / -0.1258 Ha
multiplicity: 2
charge: +1
E: -5942.88774 Eh

***

Entry 7:
Here is CH3N5O in the gas phase in a non-equilibrium geometry from OMol25. Energies are from ωB97M-V/def2-TZVPD.

Geometry as XYZ:
```
10
CH3N5O ωB97M-V/def2-TZVPD
H -2.43215 0.12704 -0.52027
N -1.95787 -0.71938 -0.09969
C -0.71254 -0.49520 -0.05446
N 0.36052 -1.38848 0.35293
N 1.42326 -0.88907 0.19073
O 1.29350 0.43021 -0.46753
N -0.04500 0.68056 -0.49508
N -0.31017 1.67373 0.48931
H 0.06331 1.40042 1.40536
H 0.00092 2.50047 0.11449
```

Values from the calculation:
SMILES string: [H]/N=c1/nnon1N
HOMO level: -0.3809 Ha
lowest unoccupied orbital energy: -0.0126 Ha
energy relative to the best compared isomer or geometry (same formula, charge and spin): 271.7 kJ/mol
charge: 0
E: -388.76624 Eh